# 1
Entry from the OMol25 dataset: one molecule with the formula C19H28N6O (ωB97M-V with the def2-TZVPD basis set).

The geometry in XYZ format:
```
54
Properties=species:S:1:pos:R:3:forces:R:3
C 0.586046 -4.779390 0.409831 0.2 0.1 -0.1
C 1.515774 -3.909933 -0.429947 -0.2 0.0 -0.1
C 0.812896 -2.719983 -1.084018 0.1 0.0 0.2
C 0.404110 -1.641114 -0.067179 -0.1 -0.2 -0.3
C 1.616622 -0.952468 0.457755 0.1 0.2 0.7
N 2.762415 -0.764032 -0.157909 -0.7 -0.6 -0.6
N 3.543677 -0.106291 0.688329 0.9 0.4 -0.1
N 2.948113 0.122630 1.781892 -0.1 0.4 1.2
N 1.721176 -0.395025 1.691458 0.4 -0.6 -1.3
C 0.742340 -0.245834 2.725495 -0.6 0.2 0.4
C -0.266837 0.855071 2.359924 0.2 0.0 0.1
C 0.422203 2.190412 2.313277 -0.2 0.0 0.0
C 0.492451 2.989104 3.447124 0.0 0.0 0.0
C 1.172345 4.193291 3.418984 0.0 0.1 0.1
C 1.798455 4.609469 2.256615 0.0 0.1 0.0
C 1.736843 3.818795 1.122483 0.0 0.0 -0.1
C 1.051369 2.617797 1.151463 -0.1 0.0 0.0
N -0.523452 -0.621347 -0.556743 -0.1 0.0 -0.1
C -0.092124 0.033469 -1.780191 0.1 0.3 0.0
C -0.939184 1.282762 -2.007164 0.1 -0.1 -0.1
C -2.417819 0.901170 -2.150845 -0.1 -0.1 0.2
C -2.668836 0.143839 -3.453355 0.0 0.5 0.1
N -2.494970 0.902471 -4.561935 0.1 0.2 -0.5
O -3.004168 -1.016369 -3.525549 -0.1 -0.5 0.1
C -2.834293 0.078667 -0.929714 0.0 -0.2 -0.2
C -1.890125 -1.099799 -0.700137 -0.2 0.0 0.1
H 1.119051 -5.654928 0.772985 0.0 -0.1 0.1
H 0.202933 -4.241356 1.274260 -0.1 0.0 0.1
H -0.259847 -5.116038 -0.185928 -0.1 -0.1 0.0
H 1.946231 -4.526166 -1.221634 0.1 0.0 0.0
H 2.342529 -3.547333 0.184479 0.1 0.0 -0.1
H 1.490160 -2.268776 -1.809594 -0.1 0.0 -0.1
H -0.079652 -3.070252 -1.606047 0.0 0.0 -0.1
H -0.101971 -2.120055 0.780545 0.0 0.0 -0.1
H 0.227618 -1.200747 2.869930 0.1 0.1 0.0
H 1.284218 0.019042 3.636459 -0.1 -0.1 -0.1
H -1.056187 0.859999 3.113023 0.0 0.0 0.0
H -0.697526 0.613132 1.385114 0.0 0.0 0.1
H 0.009055 2.664918 4.358405 -0.1 0.0 0.1
H 1.217349 4.806031 4.307482 0.0 0.1 0.1
H 2.334283 5.546743 2.235455 0.0 0.1 0.0
H 2.227303 4.134366 0.213613 0.0 0.0 -0.1
H 1.007707 2.005212 0.262689 0.0 -0.1 -0.1
H 0.961617 0.304796 -1.680127 0.0 0.0 -0.1
H -0.193362 -0.629858 -2.654025 0.1 0.0 0.0
H -0.577465 1.806297 -2.893814 0.0 0.1 0.0
H -0.835884 1.951219 -1.149817 0.0 0.0 0.0
H -3.022695 1.815056 -2.190849 0.0 -0.1 0.0
H -2.252224 1.875282 -4.519379 0.0 0.0 0.0
H -2.643233 0.481497 -5.463996 0.0 0.0 0.1
H -3.844559 -0.306583 -1.071992 0.0 0.0 0.0
H -2.827088 0.727496 -0.051145 0.0 0.0 0.0
H -2.176571 -1.614334 0.221600 0.0 0.0 0.0
H -1.996820 -1.802021 -1.537639 0.0 0.0 0.1
```
Positions in Å, forces in eV/Å.

The largest force on an atom comes out at 0.028 hartree/bohr. As for the energy: -31145.8368 eV. The HOMO-LUMO gap comes out at 9.39 eV.


# 2
Entry from the OMol25 dataset: C33H28FeN6O3S2 as an isolated structure (ωB97M-V with the def2-TZVPD basis set).

The geometry in XYZ format:
```
73
Properties=species:S:1:pos:R:3:forces:R:3
Fe -1.219925 -1.250511 -1.273545 -0.1 -0.2 0.2
C -1.349930 1.673802 2.158926 0.0 -0.1 0.0
C -1.835980 0.708074 1.110617 0.0 0.0 -0.1
N -1.019180 -0.087329 0.514397 -0.1 0.0 -0.1
N 0.332236 -0.077313 0.848928 0.0 0.1 0.0
C 0.690825 -0.715607 1.915389 0.0 0.0 0.0
S -0.232275 -1.544158 3.083108 0.0 0.0 0.0
S 2.488272 -0.499440 2.083783 0.0 0.0 0.0
C 2.950969 -1.755022 3.296076 0.0 0.0 0.0
C 3.392948 -1.201542 4.620522 0.0 0.0 0.0
C 2.529976 -0.403955 5.374171 0.0 0.0 0.0
C 2.922885 0.086822 6.607744 0.0 0.0 0.0
C 4.187951 -0.199848 7.113094 0.0 0.0 0.0
C 5.053440 -0.987218 6.370622 0.0 0.0 0.0
C 4.653815 -1.484126 5.134426 0.0 0.0 0.0
C -3.269280 0.728023 0.752469 0.0 0.0 0.0
C -4.123857 1.558186 1.493490 0.0 0.0 0.0
C -5.482328 1.654203 1.265644 0.0 0.0 0.0
C -6.039136 0.886396 0.240308 0.0 0.0 0.0
C -5.244061 0.051824 -0.504254 0.0 0.0 0.0
C -3.841758 -0.081987 -0.283338 -0.1 0.1 0.0
O -3.195409 -0.898628 -1.033826 0.1 -0.1 -0.1
H -0.264079 1.694136 2.168739 0.0 0.0 0.0
H -1.687391 1.357229 3.146871 0.0 0.0 0.0
H -1.725922 2.677132 1.952275 0.0 0.0 0.0
H 3.728301 -2.378855 2.854438 0.0 0.0 0.0
H 2.046990 -2.360208 3.427424 0.0 0.0 0.0
H 1.546376 -0.191097 4.969761 0.0 0.0 0.0
H 2.238635 0.700509 7.182206 0.0 0.0 0.0
H 4.494142 0.191586 8.076326 0.0 0.0 0.0
H 6.043562 -1.214527 6.749492 0.0 0.0 0.0
H 5.332578 -2.099874 4.553911 0.0 0.0 0.0
H -3.704762 2.147716 2.297202 0.0 0.0 0.0
H -6.096000 2.308655 1.872125 0.0 0.0 0.0
H -7.102854 0.945363 0.030639 0.0 0.0 0.0
H -5.654860 -0.556038 -1.301743 0.0 0.0 0.0
O -0.609304 -2.994825 -0.510000 0.0 0.0 0.0
C 0.575621 -3.419190 -0.236093 0.0 0.0 0.0
C 0.750197 -4.414101 0.764900 0.0 0.0 0.0
C 1.984666 -4.933288 1.068791 0.0 0.0 0.0
C 3.136328 -4.501405 0.396624 0.0 0.0 0.0
C 2.998916 -3.529519 -0.570520 0.0 0.0 0.0
C 1.757355 -2.970806 -0.900045 0.0 0.0 0.0
C 1.729172 -1.971128 -1.943363 0.0 0.0 0.0
N 0.694458 -1.296241 -2.270084 0.0 0.0 0.0
N 0.843948 -0.453582 -3.364611 0.0 0.0 0.0
C -0.318923 0.054878 -3.674216 0.0 0.0 0.0
O -1.429978 -0.160238 -3.072424 0.0 0.1 -0.1
C -0.347864 0.954305 -4.870180 0.0 0.0 0.0
C 0.802597 1.581111 -5.341258 0.0 0.0 0.0
C 0.743383 2.408683 -6.451651 0.0 0.0 0.0
C -0.463208 2.611847 -7.111284 0.0 0.0 0.0
C -1.612434 1.988427 -6.645331 0.0 0.0 0.0
C -1.555591 1.171686 -5.524502 0.0 0.0 0.0
H -0.138220 -4.720509 1.301906 0.0 0.0 0.0
H 2.067743 -5.677533 1.854730 0.0 0.0 0.0
H 4.110088 -4.908147 0.641587 0.0 0.0 0.0
H 3.875220 -3.164010 -1.098401 0.0 0.0 0.0
H 2.650653 -1.793397 -2.503744 0.0 0.0 0.0
H 1.732296 1.410006 -4.815786 0.0 0.0 0.0
H 1.640885 2.906041 -6.800611 0.0 0.0 0.0
H -0.507768 3.261887 -7.977616 0.0 0.0 0.0
H -2.558657 2.148683 -7.149377 0.0 0.0 0.0
H -2.441867 0.692762 -5.128182 0.0 0.0 0.0
N -1.583967 2.465033 -1.756142 0.1 0.0 0.1
C -2.004413 3.473665 -2.575359 0.0 0.0 0.0
C -1.213492 4.543013 -2.265560 0.0 0.0 0.0
N -0.309173 4.206481 -1.286139 0.0 0.0 0.0
C -0.560146 2.944654 -1.013816 0.0 0.0 0.0
H -1.910557 1.508712 -1.758378 0.0 -0.1 -0.2
H -2.800620 3.336136 -3.285180 0.0 0.0 0.0
H -1.235900 5.530682 -2.697484 0.0 0.0 0.0
H -0.036356 2.326857 -0.299620 0.0 0.0 0.0
```
Positions in Å, forces in eV/Å.

As for the total charge: -2. The largest force on an atom comes out at 0.006 hartree/bohr. As for the energy: -105820.2030 eV. The HOMO-LUMO gap (spin up / spin down) comes out at 6.46 / 6.44 eV. The expectation value of S² is 6.017. As for the spin multiplicity: 5.


Among the records above, which one has the lowest energy?
C33H28FeN6O3S2


Which of these has the highest energy?
C19H28N6O


Among the records above, which one has the lowest energy?
C33H28FeN6O3S2